Record 1
This record from the OMol25 dataset describes a structure of composition C56H49BrN6O4PS2SbY at a distorted geometry. The level of theory is wB97M-V/def2-TZVPD.

Geometry as XYZ:
```
121
Properties=species:S:1:pos:R:3:forces:R:3
Y -0.6437 -1.4267 0.0693 0.07 -0.58 0.89
O -0.0742 1.3898 2.6513 -0.05 -0.13 -0.17
C -1.2041 2.1333 2.8584 -0.39 0.26 0.17
C -1.3307 2.9028 4.0100 0.18 -0.11 -0.05
C -2.4749 3.6443 4.2294 -0.03 0.02 -0.05
C -3.4962 3.6418 3.2926 -0.20 0.08 -0.11
C -3.3626 2.9004 2.1336 0.29 -0.01 0.11
C -2.2289 2.1289 1.9120 0.50 -0.03 -0.13
C -2.1687 1.2441 0.6707 -0.79 0.34 0.01
O -0.9420 0.6730 0.4227 -0.06 0.23 0.30
N -3.2198 0.2179 0.8455 -0.47 0.29 -0.68
N -2.8790 -1.0189 1.1921 -0.29 -0.78 0.19
C -3.7601 -1.9614 1.1342 0.10 1.13 -0.14
C -3.5193 -3.2955 1.5857 0.01 -1.02 0.29
Br -1.8078 -3.5050 2.4061 -0.31 -0.28 -0.03
C -4.4219 -4.2868 1.4411 0.49 0.97 -0.15
C -4.5201 -5.6531 1.8958 -0.10 -0.65 0.15
C -5.5955 -6.3958 1.3801 0.20 0.20 0.05
C -5.8571 -7.6769 1.8146 -0.02 -0.13 0.07
C -5.0489 -8.2547 2.7816 -0.01 0.03 -0.02
C -3.9723 -7.5453 3.2877 0.01 -0.05 0.04
C -3.7008 -6.2625 2.8533 -0.06 0.14 -0.11
H -0.2742 0.9852 1.7427 0.33 0.00 0.10
H -0.5273 2.9097 4.7295 0.16 -0.04 0.12
H -2.5726 4.2342 5.1284 0.02 0.02 0.10
H -4.3982 4.2089 3.4631 -0.04 0.11 0.03
H -4.1420 2.9176 1.3837 -0.11 -0.04 -0.04
H -2.4876 1.8440 -0.2019 -0.02 -0.20 0.33
H -4.0890 0.3446 0.3359 0.19 -0.09 -0.01
H -4.7626 -1.7565 0.7496 0.07 0.02 0.09
H -5.2834 -3.9864 0.8519 -0.05 0.17 0.04
H -6.2336 -5.9480 0.6305 -0.06 0.07 -0.02
H -6.7028 -8.2188 1.4192 -0.05 -0.05 -0.06
H -5.2628 -9.2460 3.1477 -0.02 -0.13 0.02
H -3.3432 -7.9869 4.0448 0.07 -0.08 0.07
H -2.8643 -5.7385 3.2836 0.00 0.06 0.01
O -1.6786 -3.6039 -0.8745 0.30 -0.11 0.01
C -1.9437 -2.7864 -1.7690 -0.55 -0.34 -0.11
O -2.2847 -1.5882 -1.4717 -0.60 0.06 -0.09
C -1.6444 -3.0037 -3.2053 0.19 0.14 -0.20
C -1.9817 -4.1209 -3.9494 0.01 0.02 0.11
C -1.5525 -4.2089 -5.2635 -0.06 -0.08 -0.02
C -0.7718 -3.2065 -5.8164 -0.06 -0.03 -0.04
C -0.4309 -2.0915 -5.0700 -0.01 0.04 0.06
C -0.8755 -1.9697 -3.7596 -0.08 -0.26 -0.02
P -0.4180 -0.5879 -2.6559 0.47 0.55 -1.13
C -1.7037 0.6622 -2.9678 0.01 0.07 0.27
C -2.9240 0.3663 -3.5636 0.16 0.01 0.02
C -3.8983 1.3440 -3.6611 -0.12 0.04 -0.05
C -3.6706 2.6153 -3.1562 -0.02 0.08 -0.01
C -2.4579 2.9142 -2.5551 -0.01 0.13 -0.02
C -1.4815 1.9384 -2.4607 -0.01 -0.12 -0.02
C 1.0194 0.1042 -3.5504 -0.10 -0.10 0.27
C 1.0142 1.2864 -4.2812 -0.12 -0.07 0.07
C 2.1840 1.7436 -4.8647 0.15 0.09 -0.10
C 3.3565 1.0187 -4.7333 -0.01 0.04 -0.07
C 3.3595 -0.1786 -4.0337 -0.01 -0.08 -0.07
C 2.1995 -0.6281 -3.4347 -0.05 0.02 0.00
H -2.5792 -4.9036 -3.5061 0.00 -0.09 0.05
H -1.8217 -5.0665 -5.8593 -0.03 -0.11 -0.05
H -0.4275 -3.2945 -6.8370 0.01 0.01 -0.05
H 0.1833 -1.3234 -5.5130 0.08 0.11 -0.02
H -3.1186 -0.6336 -3.9230 -0.02 -0.04 -0.07
H -4.8458 1.1134 -4.1267 -0.06 -0.03 -0.03
H -4.4386 3.3721 -3.2247 -0.06 0.04 -0.03
H -2.2780 3.8993 -2.1438 0.01 0.04 0.01
H -0.5470 2.1511 -1.9592 -0.04 0.02 0.02
H 0.0962 1.8462 -4.4019 0.04 0.02 -0.03
H 2.1758 2.6638 -5.4333 0.02 0.04 -0.01
H 4.2707 1.3889 -5.1718 0.07 0.01 -0.08
H 4.2677 -0.7559 -3.9478 0.10 -0.04 0.01
H 2.1968 -1.5536 -2.8673 0.06 0.01 0.00
C 2.9172 -1.6772 4.6711 0.02 0.03 0.08
C 2.7753 -2.5352 3.4818 0.13 -0.13 0.01
N 3.5685 -3.4903 3.1306 0.68 0.07 0.83
N 3.0788 -3.9807 1.9766 -0.98 0.66 -0.20
C 1.9689 -3.3298 1.5792 0.19 0.07 0.02
S 1.0949 -3.6195 0.1946 -0.17 -0.34 -0.39
N 1.7524 -2.3999 2.5667 0.53 -0.77 -0.10
N 0.6923 -1.5057 2.6202 -0.46 0.23 0.10
H 3.8196 -1.9606 5.2023 0.04 -0.02 0.04
H 2.0613 -1.7936 5.3334 -0.06 0.04 0.09
H 2.9954 -0.6315 4.3766 0.01 0.08 0.02
H 3.5205 -4.7558 1.5067 -0.06 0.13 -0.01
H 0.0767 -1.7411 3.4034 0.19 -0.02 -0.18
H 1.0391 -0.5526 2.7662 -0.02 -0.30 -0.20
S 1.9915 -0.4762 0.0967 0.22 0.56 0.06
Sb 2.3027 1.7856 0.4535 0.85 0.63 -0.20
C 1.0561 3.5337 0.2547 0.43 -0.85 0.05
C 0.8322 4.0300 -1.0170 -0.04 -0.10 -0.23
C 0.2295 5.2673 -1.1689 -0.03 0.00 -0.14
C -0.1483 5.9962 -0.0523 0.02 0.02 -0.03
C 0.0802 5.4897 1.2165 0.00 0.09 0.05
C 0.6951 4.2582 1.3744 -0.02 -0.06 0.21
C 3.4478 2.1378 2.2467 -0.49 -0.10 -0.53
C 4.7335 2.6244 2.0801 0.11 0.06 -0.23
C 5.5099 2.9311 3.1840 0.08 0.03 0.06
C 5.0086 2.7405 4.4604 0.09 0.04 -0.04
C 3.7281 2.2433 4.6281 -0.03 0.00 0.07
C 2.9452 1.9449 3.5235 -0.24 -0.06 0.15
C 3.8062 2.2157 -1.0177 -0.42 -0.08 0.41
C 4.0126 3.4998 -1.4993 -0.10 0.17 0.05
C 5.0268 3.7428 -2.4093 0.01 0.11 -0.08
C 5.8472 2.7084 -2.8238 0.10 -0.01 0.07
C 5.6667 1.4340 -2.3147 0.10 0.02 0.02
C 4.6412 1.1844 -1.4192 -0.02 -0.17 0.15
H 1.1413 3.4667 -1.8896 0.04 0.05 -0.06
H 0.0762 5.6598 -2.1642 -0.05 0.06 -0.04
H -0.6012 6.9687 -0.1738 -0.07 0.07 0.01
H -0.2012 6.0643 2.0862 -0.04 0.01 0.09
H 0.8902 3.8707 2.3629 0.02 0.01 0.11
H 5.1305 2.7721 1.0865 0.10 0.05 -0.05
H 6.5026 3.3306 3.0418 0.10 0.00 0.00
H 5.6131 2.9876 5.3192 0.05 0.01 0.10
H 3.3356 2.1043 5.6250 -0.08 -0.03 0.07
H 1.9337 1.5919 3.6635 -0.08 -0.02 0.02
H 3.3915 4.3196 -1.1670 -0.03 0.07 0.01
H 5.1809 4.7420 -2.7899 0.00 0.07 -0.02
H 6.6401 2.9018 -3.5285 0.11 0.02 -0.10
H 6.3273 0.6353 -2.6170 0.04 -0.10 -0.04
H 4.4883 0.1873 -1.0248 0.01 -0.04 -0.07
```
Forces are in eV/Å.

As for the total charge: +1. For the HOMO-LUMO gap, the calculation gives 7.568 eV. As for the energy above the lowest of the compared OMol25 structures with the same formula, charge and spin: 64.23 kJ/mol. The lowest unoccupied orbital energy comes out at -2.2066 eV.

Record 2
This record from the OMol25 dataset describes a structure of composition C56H49HfN5O2P2S at a distorted geometry. The level of theory is wB97M-V/def2-TZVPD.

Geometry as XYZ:
```
116
Properties=species:S:1:pos:R:3:forces:R:3
Hf 0.6075 0.0493 1.1471 0.24 0.63 0.30
N 2.5686 2.7017 4.3573 0.14 0.07 0.11
C 1.7668 1.9664 3.5763 -0.77 -0.23 -0.32
S 2.4621 0.5448 2.8695 -0.01 -0.12 -0.47
N 0.5370 2.3551 3.4132 0.28 1.13 0.82
N -0.2796 1.6451 2.6148 -0.36 -0.95 -0.22
C -1.5556 1.7621 2.8782 1.11 0.35 0.17
C -2.0708 2.6033 3.9711 -0.03 0.15 0.22
C -1.8451 3.9765 3.9982 -0.12 -0.05 -0.09
C -2.3493 4.7360 5.0390 0.02 0.04 -0.06
C -3.0560 4.1337 6.0681 -0.01 -0.04 -0.02
C -3.2664 2.7646 6.0532 -0.06 -0.01 0.11
C -2.7866 2.0010 5.0061 0.22 0.04 -0.14
C -2.4770 0.9277 2.1323 -0.55 -0.35 -0.37
C -3.8607 1.0151 2.3269 0.52 0.09 -0.07
C -4.6916 0.1103 1.6992 0.18 -0.33 -0.27
C -4.1210 -0.8652 0.8914 -0.05 0.32 0.22
C -2.7521 -0.8365 0.7051 0.19 -0.33 -0.35
N -1.9312 0.0340 1.2821 0.37 0.25 0.34
H 3.4661 2.3338 4.6200 0.01 0.05 0.01
H 2.1631 3.4334 4.9174 -0.05 0.01 0.01
H -1.2946 4.4440 3.1951 0.10 0.03 -0.05
H -2.1890 5.8029 5.0504 0.02 0.11 -0.01
H -3.4461 4.7307 6.8775 -0.02 0.05 0.09
H -3.8053 2.2872 6.8569 -0.05 -0.02 0.08
H -2.9369 0.9316 4.9979 -0.05 -0.13 0.05
H -4.2605 1.7832 2.9695 0.01 0.01 0.03
H -5.7589 0.1568 1.8417 -0.14 -0.01 0.04
H -4.7212 -1.6216 0.4136 -0.02 -0.08 -0.12
H -2.2667 -1.5584 0.0650 -0.21 0.04 0.13
C 3.0860 -2.4508 1.4765 0.37 0.37 -0.24
C 4.1034 -1.9111 0.4777 -0.20 0.13 0.09
C 5.5058 -2.1999 1.0196 -0.26 0.05 -0.20
C 3.9639 -0.4004 0.2249 0.57 -0.21 0.25
C 5.0063 0.0521 -0.8098 0.29 -0.56 0.50
O 4.2722 0.8527 -1.7128 -0.32 0.31 -0.34
C 2.9813 0.7554 -1.4247 -0.24 -0.11 0.42
N 2.6724 0.0873 -0.3533 -0.61 0.23 0.24
C 2.1649 1.4538 -2.4398 -0.22 0.26 -0.48
C 2.8255 1.6984 -3.6558 0.04 -0.03 0.02
C 2.2544 2.4523 -4.6619 -0.07 -0.05 0.10
C 0.9978 3.0050 -4.4772 0.06 -0.03 0.05
C 0.3109 2.7394 -3.3094 0.01 -0.10 0.14
C 0.8601 1.9473 -2.2995 0.15 -0.35 0.15
P -0.2043 1.6803 -0.8364 -0.21 1.10 -0.68
C -0.1996 3.3846 -0.1746 0.08 -0.22 0.24
C 0.8357 3.6850 0.7120 -0.05 -0.12 -0.23
C 0.9212 4.9423 1.2815 0.06 0.06 0.00
C -0.0314 5.9037 0.9765 0.07 -0.03 0.01
C -1.0411 5.6199 0.0714 -0.03 0.01 -0.05
C -1.1188 4.3701 -0.5190 -0.01 -0.07 0.02
C -1.8443 1.4462 -1.5994 0.12 -0.31 0.23
C -1.9653 0.7150 -2.7806 0.06 0.16 0.25
C -3.2110 0.5299 -3.3505 -0.09 0.03 -0.11
C -4.3408 1.0602 -2.7482 0.07 -0.03 0.00
C -4.2291 1.7522 -1.5521 -0.05 -0.01 0.02
C -2.9889 1.9327 -0.9695 0.13 0.02 -0.06
H 3.2017 -3.5294 1.5553 -0.25 -0.11 0.01
H 2.0642 -2.2305 1.1461 -0.06 -0.17 0.04
H 3.2530 -2.0229 2.4648 -0.10 -0.01 0.07
H 3.9791 -2.4289 -0.4757 -0.01 0.04 0.03
H 5.6879 -1.6159 1.9157 0.09 0.10 0.24
H 6.2883 -1.9833 0.3002 0.15 0.05 -0.10
H 5.5808 -3.2513 1.2792 0.08 -0.13 0.05
H 4.1126 0.1125 1.1801 0.03 -0.02 -0.23
H 5.4053 -0.7971 -1.3714 0.02 0.07 0.05
H 5.8275 0.6389 -0.4008 -0.08 -0.01 -0.03
H 3.8107 1.2894 -3.8086 0.05 0.05 0.01
H 2.7982 2.6230 -5.5771 0.06 0.00 -0.09
H 0.5547 3.6303 -5.2366 -0.06 0.05 -0.07
H -0.6803 3.1487 -3.1723 -0.01 0.03 -0.04
H 1.5857 2.9252 0.9417 -0.05 0.18 0.05
H 1.7198 5.1717 1.9702 0.08 0.00 0.06
H 0.0180 6.8785 1.4364 0.03 0.10 0.05
H -1.7753 6.3704 -0.1773 -0.04 0.10 -0.04
H -1.8987 4.1684 -1.2380 -0.06 0.02 0.00
H -1.0879 0.3081 -3.2614 0.06 -0.05 -0.09
H -3.2939 -0.0216 -4.2739 -0.03 -0.05 -0.09
H -5.3066 0.9345 -3.2088 -0.15 -0.02 -0.08
H -5.1084 2.1614 -1.0778 -0.09 0.03 0.05
H -2.9072 2.4665 -0.0334 -0.04 0.07 0.00
O -0.1111 -1.4441 3.2467 0.27 0.48 -1.40
C -0.0523 -1.7808 2.0563 -0.79 -1.67 0.99
C -0.5427 -3.1010 1.6013 -0.02 -0.36 -0.24
C -1.0130 -4.0270 2.5336 0.17 0.22 -0.03
C -1.4765 -5.2617 2.1224 0.01 0.02 -0.05
C -1.4761 -5.5784 0.7699 0.04 0.05 0.01
C -1.0307 -4.6577 -0.1693 -0.02 -0.03 -0.06
C -0.5552 -3.4131 0.2281 -0.06 0.37 0.42
P -0.0156 -2.1346 -0.9917 0.37 -1.24 -0.17
C -1.0207 -2.6834 -2.4607 -0.18 0.60 0.06
C -0.4468 -3.2725 -3.5868 0.19 0.03 0.10
C -1.2280 -3.6680 -4.6586 -0.14 -0.04 -0.09
C -2.5999 -3.4877 -4.6325 0.08 -0.02 0.01
C -3.1834 -2.9130 -3.5174 -0.12 -0.02 0.05
C -2.4037 -2.5044 -2.4513 0.06 -0.06 0.03
C 1.5806 -2.8206 -1.5829 0.02 0.41 0.11
C 2.0889 -4.0651 -1.2348 -0.15 0.16 0.00
C 3.2397 -4.5328 -1.8491 0.09 0.00 -0.09
C 3.8917 -3.7647 -2.8010 -0.03 -0.02 0.03
C 3.3899 -2.5185 -3.1485 0.00 0.04 -0.09
C 2.2358 -2.0545 -2.5483 -0.06 -0.09 0.21
H -0.9943 -3.7436 3.5763 -0.03 -0.05 0.09
H -1.8358 -5.9761 2.8468 -0.03 -0.06 0.06
H -1.8286 -6.5463 0.4422 -0.02 -0.03 -0.02
H -1.0588 -4.9167 -1.2189 -0.02 -0.01 -0.05
H 0.6162 -3.4405 -3.6480 0.00 -0.03 0.00
H -0.7586 -4.1276 -5.5150 0.05 -0.03 -0.07
H -3.2065 -3.7902 -5.4703 -0.08 -0.07 -0.10
H -4.2537 -2.7777 -3.4742 -0.11 0.03 -0.01
H -2.8981 -2.0408 -1.6140 -0.07 0.04 0.04
H 1.5911 -4.6762 -0.4977 -0.04 -0.06 0.07
H 3.6234 -5.5054 -1.5908 0.08 -0.16 0.06
H 4.7797 -4.1397 -3.2820 0.15 -0.07 -0.05
H 3.8844 -1.9198 -3.8989 0.06 0.03 -0.10
H 1.8031 -1.1099 -2.8527 0.04 0.06 -0.07
```
Forces are in eV/Å.

As for the total charge: +2. For the HOMO-LUMO gap, the calculation gives 6.852 eV. As for the energy above the lowest of the compared OMol25 structures with the same formula, charge and spin: 175.31 kJ/mol. The lowest unoccupied orbital energy comes out at -5.9327 eV.

Question: Which formula does entry 2 have?
Answer: C56H49HfN5O2P2S

Question: The lowest total charge belongs to which entry?
Answer: C56H49BrN6O4PS2SbY

Question: The lowest lowest unoccupied orbital energy belongs to which entry?
Answer: C56H49HfN5O2P2S